Model A:
C27H21IrN6O5S3 as an isolated structure, computed with wB97M-V/def2-TZVPD.

Last column: Mulliken charge in e.
Positions of all 63 atoms, in Å:
Ir 0.702 0.587 -0.037  2.12
O 2.585 0.303 -0.940  -0.51
N 3.294 1.382 -0.974  -0.49
N 2.622 2.425 -0.791  1.10
O 1.290 2.360 -0.656  -0.73
C 3.228 3.737 -0.756  0.56
C 4.603 3.853 -0.897  -0.34
C 5.155 5.120 -0.863  -0.58
C 4.345 6.237 -0.691  -0.50
C 2.975 6.091 -0.545  -0.60
C 2.399 4.829 -0.576  -0.45
H 5.222 2.977 -1.027  0.46
H 6.224 5.236 -0.972  0.39
H 4.787 7.224 -0.674  0.40
H 2.346 6.960 -0.408  0.39
H 1.333 4.695 -0.466  0.45
O 0.310 -0.367 1.689  -0.62
C 1.166 0.301 2.392  0.49
O 1.863 1.118 1.717  -0.72
C 1.285 0.119 3.830  0.31
C 0.362 -0.677 4.507  -0.42
C 0.467 -0.819 5.879  -0.63
C 1.488 -0.171 6.565  -0.41
C 2.412 0.614 5.886  -0.62
C 2.312 0.766 4.515  -0.36
H -0.427 -1.173 3.957  0.44
H -0.246 -1.430 6.415  0.42
H 1.564 -0.280 7.639  0.40
H 3.207 1.107 6.427  0.41
H 3.023 1.374 3.971  0.42
S -6.045 -1.467 0.882  -0.30
C -4.763 -0.623 0.328  0.27
S -3.668 0.196 1.415  -0.09
C -2.690 0.682 0.076  0.61
N -3.124 0.291 -1.067  -0.82
N -4.272 -0.425 -0.955  0.72
C -4.820 -0.909 -2.201  0.70
C -3.955 -1.031 -3.286  -0.16
C -4.438 -1.491 -4.498  -0.69
C -5.776 -1.832 -4.639  -0.49
C -6.628 -1.695 -3.557  -0.68
C -6.162 -1.230 -2.334  -0.56
S -1.270 1.678 0.278  -0.36
H -2.916 -0.760 -3.181  0.47
H -3.761 -1.586 -5.337  0.37
H -6.151 -2.191 -5.588  0.39
H -7.676 -1.947 -3.656  0.38
H -6.845 -1.106 -1.513  0.29
N 3.420 -4.042 -1.413  -0.29
C 2.142 -4.483 -1.453  0.43
O 1.834 -5.618 -1.740  -0.60
C 1.051 -3.490 -1.110  0.49
C -0.227 -3.997 -0.906  -0.43
C -1.263 -3.127 -0.626  -0.80
C -0.996 -1.778 -0.535  0.63
N 0.241 -1.283 -0.729  -0.08
C 1.249 -2.132 -1.020  -0.66
H 4.146 -4.702 -1.636  0.24
H 3.685 -3.122 -1.117  0.15
H -0.376 -5.066 -0.986  0.53
H -2.274 -3.481 -0.475  0.59
H -1.771 -1.064 -0.329  -0.57
H 2.205 -1.670 -1.211  0.54

Values from the calculation:
molecular weight: 797.9 g/mol
highest occupied orbital energy (spin up / spin down): -10.48 / -10.48 eV
2S+1: 2
LUMO level (spin up / spin down): -4.39 / -5.39 eV
HOMO-LUMO gap (spin up / spin down): 0.2235 / 0.1868 hartree
net charge: +1



Model B:
C27H21IrN6O5S3 as an isolated structure, computed with wB97M-V/def2-TZVPD.

Last column: Mulliken charge in e.
Positions of all 63 atoms, in Å:
Ir -0.644 2.276 -0.818  0.93
O -1.222 3.187 -2.435  -0.48
N -0.297 3.623 -3.270  -0.21
N 0.857 3.432 -2.841  0.84
O 1.079 2.868 -1.673  -0.54
C 2.015 3.859 -3.598  0.37
C 3.238 3.298 -3.276  -0.11
C 4.347 3.697 -4.005  -0.54
C 4.218 4.630 -5.023  -0.48
C 2.976 5.175 -5.324  -0.53
C 1.854 4.793 -4.609  -0.42
H 3.317 2.567 -2.484  0.30
H 5.314 3.272 -3.775  0.40
H 5.090 4.936 -5.586  0.40
H 2.879 5.905 -6.116  0.39
H 0.883 5.213 -4.826  0.47
O -0.259 1.629 1.130  -0.73
C -0.496 0.428 0.795  1.13
O -0.697 0.296 -0.473  -0.92
C -0.581 -0.698 1.718  0.50
C -0.276 -0.500 3.066  -0.23
C -0.384 -1.564 3.945  -1.05
C -0.791 -2.810 3.478  -0.50
C -1.094 -3.004 2.135  -1.12
C -0.992 -1.946 1.247  0.28
H 0.046 0.476 3.405  0.48
H -0.138 -1.431 4.990  0.45
H -0.868 -3.640 4.168  0.48
H -1.405 -3.978 1.783  0.48
H -1.218 -2.076 0.197  0.56
S 3.029 -3.178 3.883  -0.24
C 2.965 -2.297 2.515  0.18
S 3.356 -0.606 2.468  -0.11
C 2.854 -0.507 0.802  0.35
N 2.477 -1.699 0.323  -0.77
N 2.542 -2.657 1.230  0.84
C 2.127 -3.969 0.788  0.61
C 1.283 -4.039 -0.319  0.03
C 0.872 -5.275 -0.784  -0.78
C 1.298 -6.440 -0.160  -0.51
C 2.145 -6.357 0.932  -0.72
C 2.566 -5.125 1.415  -0.65
S 2.777 0.887 -0.090  -0.26
H 0.953 -3.135 -0.808  0.58
H 0.217 -5.325 -1.643  0.38
H 0.976 -7.404 -0.529  0.42
H 2.496 -7.256 1.420  0.40
H 3.239 -5.083 2.254  0.32
N -4.349 -0.379 2.645  -0.23
C -5.167 0.480 1.989  0.53
O -6.374 0.450 2.085  -0.61
C -4.520 1.508 1.092  -0.05
C -5.298 2.564 0.640  -0.51
C -4.713 3.502 -0.189  -0.75
C -3.390 3.357 -0.552  -0.18
N -2.632 2.325 -0.136  -0.31
C -3.209 1.425 0.674  0.24
H -4.787 -1.040 3.265  0.23
H -3.351 -0.278 2.694  0.19
H -6.334 2.621 0.946  0.54
H -5.265 4.352 -0.562  0.43
H -2.917 4.084 -1.190  0.54
H -2.617 0.580 0.980  0.30

Values from the calculation:
molecular weight: 797.9 g/mol
highest occupied orbital energy (spin up / spin down): -10.71 / -10.90 eV
2S+1: 2
LUMO level (spin up / spin down): -4.11 / -5.01 eV
HOMO-LUMO gap (spin up / spin down): 0.2426 / 0.2163 hartree
net charge: +1



Most stable = model B



Model A:
An isolated molecule of C8H13NO4S, computed with wB97M-V/def2-TZVPD.

Last column: Mulliken charge in e.
Positions of all 27 atoms, in Å:
C 0.727 2.296 -1.007  -0.95
N 0.582 0.805 -0.899  -0.25
C 1.568 0.029 -0.132  0.23
C 1.428 -1.477 -0.450  -1.11
C 0.089 -2.081 -0.067  -0.55
C -0.912 -1.022 -0.595  -0.41
O -2.271 -1.213 -0.407  -0.43
S -3.046 0.110 0.059  1.02
O -3.117 -0.009 1.459  -0.52
O -4.330 0.365 -0.577  -0.58
O -1.781 1.106 -0.368  -0.60
C -0.565 0.413 -0.064  0.97
C -0.195 0.355 1.340  -0.86
C 1.360 0.313 1.336  -0.93
H 1.283 2.457 -2.014  0.31
H -0.297 2.639 -1.071  0.37
H 1.316 3.080 -0.332  0.26
H 2.640 0.321 -0.427  0.39
H 2.195 -2.091 -0.045  0.45
H 1.750 -1.635 -1.554  0.40
H 0.113 -2.963 -0.654  0.42
H -0.070 -2.194 1.024  0.24
H -0.851 -1.000 -1.621  0.62
H -0.577 -0.563 1.901  0.19
H -0.628 1.188 1.827  0.58
H 1.709 1.320 1.439  0.39
H 1.880 -0.549 1.899  0.36

Values from the calculation:
molecular weight: 219.3 g/mol
SMILES string: CN1[C@@H]2CC[C@H]3OS(=O)(=O)O[C@@]31CC2
highest occupied orbital energy: -9.58 eV
LUMO level: 0.70 eV
HOMO-LUMO gap: 0.3776 hartree
net charge: 0



Model B:
An isolated molecule of C8H13NO4S, computed with wB97M-V/def2-TZVPD.

Last column: Mulliken charge in e.
Positions of all 27 atoms, in Å:
C 0.650 -0.486 -1.319  -0.36
C 1.706 -2.323 -0.077  -0.02
C 3.396 -0.705 -0.214  -0.69
C 0.646 0.411 -0.174  0.46
C -0.924 -1.307 1.206  -1.37
C -1.286 1.872 -0.875  -1.11
C 0.195 -0.132 1.222  -0.35
C 0.187 1.837 -0.474  -1.10
N 0.904 -1.883 -1.013  0.04
O 0.469 -0.202 -2.425  -0.48
O 2.784 1.198 1.476  -0.64
O 3.151 1.640 -1.007  -0.65
O 2.692 -1.710 0.469  -0.21
S 2.701 0.805 0.086  1.35
H 1.296 -3.152 0.469  0.49
H 3.236 -0.926 -1.290  0.39
H -0.581 -2.269 1.607  0.24
H -1.202 -1.361 0.144  0.37
H -1.762 -0.994 1.718  0.46
H -1.497 2.982 -0.861  0.36
H -1.938 1.513 0.019  0.26
H -1.630 1.246 -1.665  0.32
H 1.142 -0.476 1.715  0.45
H -0.415 0.754 1.620  0.48
H 0.344 2.432 0.381  0.62
H 0.941 2.226 -1.255  0.40
H 0.462 -2.498 -1.698  0.27

Values from the calculation:
molecular weight: 219.3 g/mol
highest occupied orbital energy (spin up / spin down): -8.11 / -8.11 eV
LUMO level (spin up / spin down): -1.13 / -1.13 eV
HOMO-LUMO gap (spin up / spin down): 0.2566 / 0.2566 hartree
net charge: 0



Most stable = model A